No. 1
Molecular formula: CH6NO3S
Method: DFT, the ωB97M-V functional and the def2-TZVPD basis

Calculated values
Frontier orbital gap ... 10.112 eV
Energy relative to the best compared isomer or geometry (same formula, charge and spin) ... 0.600 eV
Charge ... +1
Maximum force ... 3.81 eV/Å
E_tot ... -719.91700 Eh
M ... 112.130 g/mol

Positions of all 12 atoms, in Å:
C: 0.6383 -0.1809 0.8247
N: 0.1484 1.1646 0.4739
O: -0.5005 -0.7560 -1.5058
O: -1.6136 -0.1182 -0.8609
O: 1.4424 -2.0759 -0.8969
S: 0.1545 -1.7602 -0.3926
H: 1.7324 -0.1641 0.8669
H: 0.4009 -0.4194 1.8455
H: 0.0747 1.5679 1.3561
H: 0.7517 1.7750 -0.0533
H: -2.3788 0.0838 -1.4672
H: -0.8503 0.8833 -0.1905

Mulliken atomic charges, in units of e: C -0.699; N -0.361; O -0.140; O -0.411; O -0.419; S 0.704; H 0.439; H 0.391; H 0.307; H 0.326; H 0.376; H 0.486

---

No. 2
Molecular formula: CH6NOP
Method: DFT, the ωB97M-V functional and the def2-TZVPD basis

Calculated values
Frontier orbital gap ... 11.047 eV
SMILES ... C[P@@H](N)=O
Energy relative to the best compared isomer or geometry (same formula, charge and spin) ... 0.529 eV
Charge ... 0
Maximum force ... 4.60 eV/Å
E_tot ... -513.05641 Eh
M ... 79.039 g/mol

Positions of all 10 atoms, in Å:
C: -1.2140 0.0736 -0.4605
N: 1.2846 0.7892 0.2131
O: 0.0025 -1.0098 1.7122
P: 0.2498 -0.5199 0.4093
H: -1.1074 1.2057 -0.3788
H: -1.4628 -0.4125 -1.3751
H: -2.0989 -0.0416 0.2507
H: 1.2312 1.0270 -0.7366
H: 2.2408 0.5749 0.7209
H: 0.8743 -1.6867 -0.3552

Mulliken atomic charges, in units of e: C -0.964; N -0.579; O -0.624; P 0.602; H 0.338; H 0.330; H 0.287; H 0.257; H 0.287; H 0.066

---

No. 3
Molecular formula: CH6NOS
Method: DFT, the ωB97M-V functional and the def2-TZVPD basis

Calculated values
Frontier orbital gap ... 7.417 eV
Energy relative to the best compared isomer or geometry (same formula, charge and spin) ... 0.082 eV
Charge ... -1
Maximum force ... 1.24 eV/Å
E_tot ... -569.92373 Eh
M ... 80.132 g/mol

Positions of all 10 atoms, in Å:
S: 2.3485 0.4746 0.7348
H: 2.7604 -0.4572 1.6278
N: -0.5351 -1.0506 -0.5398
C: -0.8688 0.3143 -0.6739
O: -0.9867 1.0435 0.5807
H: -1.1646 -1.5935 0.0281
H: 0.4023 -1.1465 -0.1625
H: -1.8340 0.4543 -1.1613
H: -0.0664 0.7798 -1.2481
H: -0.0555 1.1814 0.8142

Mulliken atomic charges, in units of e: S -0.841; H -0.037; N -0.514; C -0.463; O -0.539; H 0.194; H 0.267; H 0.270; H 0.398; H 0.267

---

No. 4
Molecular formula: CH6NOS
Method: DFT, the ωB97M-V functional and the def2-TZVPD basis

Calculated values
Frontier orbital gap ... 6.953 eV
Energy relative to the best compared isomer or geometry (same formula, charge and spin) ... 0.978 eV
Charge ... -1
Maximum force ... 6.67 eV/Å
E_tot ... -569.89078 Eh
M ... 80.132 g/mol

Positions of all 10 atoms, in Å:
S: -0.0368 -2.0792 0.9303
H: 0.2315 -1.6677 2.2224
N: 1.2157 1.2827 -0.6154
C: -0.1054 1.4832 -1.1995
O: -1.0692 1.3794 -0.2290
H: 1.2241 1.7870 0.2459
H: 1.5388 0.3776 -0.6626
H: -0.2238 2.5797 -1.4726
H: -0.2176 0.8643 -1.9412
H: -1.2876 0.4136 0.0602

Mulliken atomic charges, in units of e: S -0.894; H -0.039; N -0.535; C -0.324; O -0.535; H 0.222; H 0.255; H 0.185; H 0.390; H 0.275

---

No. 5
Molecular formula: CH6NOS
Method: DFT, the ωB97M-V functional and the def2-TZVPD basis

Calculated values
Frontier orbital gap ... 7.356 eV
Energy relative to the best compared isomer or geometry (same formula, charge and spin) ... 0.682 eV
Charge ... -1
Maximum force ... 2.03 eV/Å
E_tot ... -569.90169 Eh
M ... 80.132 g/mol

Positions of all 10 atoms, in Å:
S: -2.4593 -0.0657 0.2197
H: -2.1356 0.3039 -1.0906
N: 0.8322 0.7856 -0.4985
C: 0.6668 -0.5906 -0.0664
O: 0.6767 -0.6386 1.4266
H: 1.5582 1.2907 -0.0374
H: -0.0098 1.3223 -0.5100
H: 1.4040 -1.1460 -0.6733
H: -0.3150 -0.9563 -0.4030
H: -0.2180 -0.3052 1.6330

Mulliken atomic charges, in units of e: S -0.842; H -0.032; N -0.504; C -0.296; O -0.560; H 0.194; H 0.239; H 0.253; H 0.240; H 0.307

---

No. 6
Molecular formula: CH6NOS
Method: DFT, the ωB97M-V functional and the def2-TZVPD basis

Calculated values
Frontier orbital gap ... 9.399 eV
Energy relative to the best compared isomer or geometry (same formula, charge and spin) ... 0.468 eV
Charge ... +1
Maximum force ... 4.23 eV/Å
E_tot ... -569.59367 Eh
M ... 80.132 g/mol

Positions of all 10 atoms, in Å:
C: -1.0285 -0.3456 -0.5564
N: -0.8308 0.3416 0.5784
O: -2.0632 -0.9585 -0.9304
S: 2.3267 0.4897 -0.2338
H: -0.1703 -0.1760 -1.1912
H: 3.5680 -0.0998 -0.3941
H: 0.0760 0.8299 0.6465
H: -1.5019 0.1860 1.3531
H: -2.7952 -1.1736 -0.2643
H: 2.4192 0.9063 0.9923

Mulliken atomic charges, in units of e: C 0.455; N -0.199; O -0.352; S -0.397; H 0.212; H 0.234; H 0.188; H 0.266; H 0.399; H 0.193

---

No. 7
Molecular formula: CH6NPS
Method: DFT, the ωB97M-V functional and the def2-TZVPD basis

Calculated values
Frontier orbital gap ... 8.290 eV
Energy relative to the best compared isomer or geometry (same formula, charge and spin) ... 2.539 eV
Charge ... 0
Maximum force ... 2.59 eV/Å
E_tot ... -835.90892 Eh
M ... 95.107 g/mol

Positions of all 10 atoms, in Å:
C: 1.6055 -0.4753 -0.9594
N: -2.2140 0.4224 0.9307
P: -0.6111 -0.0416 1.1072
S: -0.2239 -0.6066 -0.8950
H: 2.0300 -0.2732 -1.9453
H: 1.9636 -1.3815 -0.3541
H: 1.7406 0.5112 -0.4160
H: -2.5223 0.6871 -0.0103
H: -2.7665 -0.2272 1.4687
H: 0.9980 1.3846 1.0734

Mulliken atomic charges, in units of e: C -0.697; N -0.499; P 0.121; S -0.140; H 0.320; H 0.246; H 0.109; H 0.263; H 0.278; H -0.001

---

No. 8
Molecular formula: CH6NPS
Method: DFT, the ωB97M-V functional and the def2-TZVPD basis

Calculated values
Frontier orbital gap ... 8.386 eV
SMILES ... C[S@H](=N)=P
Energy relative to the best compared isomer or geometry (same formula, charge and spin) ... 4.719 eV
Charge ... 0
Maximum force ... 3.06 eV/Å
E_tot ... -835.82878 Eh
M ... 95.107 g/mol

Positions of all 10 atoms, in Å:
C: -1.0091 -0.9380 -0.4735
N: -0.5822 1.3413 0.9114
P: 1.8554 0.1084 -0.9425
S: 0.1913 0.1208 0.3677
H: -1.8548 -0.1797 -0.4115
H: -0.4873 -1.0914 -1.4286
H: -1.2091 -1.8827 0.0084
H: -0.0122 2.0299 0.4599
H: 2.6307 0.9922 -0.1483
H: 0.4773 -0.5008 1.6570

Mulliken atomic charges, in units of e: C -0.754; N -0.655; P -0.110; S 0.160; H 0.302; H 0.327; H 0.277; H 0.261; H -0.003; H 0.195

---

No. 9
Molecular formula: CH6NPS
Method: DFT, the ωB97M-V functional and the def2-TZVPD basis

Calculated values
Frontier orbital gap ... 7.518 eV
Energy relative to the best compared isomer or geometry (same formula, charge and spin) ... 8.994 eV
Charge ... 0
Maximum force ... 3.47 eV/Å
E_tot ... -835.67170 Eh
M ... 95.107 g/mol

Positions of all 10 atoms, in Å:
C: 1.1618 1.2250 0.7725
N: 0.6470 -1.1816 -0.4041
P: -1.9642 0.1891 0.4203
S: 0.0127 0.3404 -0.1565
H: 1.1065 0.8515 1.7518
H: -0.6613 2.0381 0.5067
H: 0.3788 -1.9670 0.1851
H: 1.0795 -1.4210 -1.2937
H: -2.1259 -1.0163 -0.3477
H: 0.3651 0.9420 -1.4345

Mulliken atomic charges, in units of e: C -0.472; N -0.406; P -0.064; S -0.044; H 0.289; H 0.055; H 0.245; H 0.199; H -0.030; H 0.228

---

No. 10
Molecular formula: CH6NS
Method: DFT, the ωB97M-V functional and the def2-TZVPD basis

Calculated values
Frontier orbital gap ... 6.793 eV
Energy relative to the best compared isomer or geometry (same formula, charge and spin) ... 0.326 eV
Charge ... -1
Maximum force ... 1.35 eV/Å
E_tot ... -494.65254 Eh
M ... 64.133 g/mol

Positions of all 9 atoms, in Å:
N: -2.2061 -0.2966 1.4611
H: -1.8916 -1.2384 1.2375
H: -1.3585 0.1004 1.8414
H: -2.3761 0.1038 0.5451
C: 1.4782 -0.4684 -1.3228
S: 0.4838 0.4815 -0.1048
H: 0.7925 -1.1769 -1.8248
H: 2.0612 0.0284 -2.1127
H: 2.2034 -1.1821 -0.8999

Mulliken atomic charges, in units of e: N -0.832; H 0.235; H 0.280; H 0.283; C -0.826; S -0.748; H 0.170; H 0.230; H 0.209

---

No. 11
Molecular formula: CH6NS
Method: DFT, the ωB97M-V functional and the def2-TZVPD basis

Calculated values
Frontier orbital gap ... 6.775 eV
Energy relative to the best compared isomer or geometry (same formula, charge and spin) ... 0.576 eV
Charge ... -1
Maximum force ... 2.38 eV/Å
E_tot ... -494.64337 Eh
M ... 64.133 g/mol

Positions of all 9 atoms, in Å:
S: -1.2597 0.1187 1.2546
H: -2.1224 0.7191 0.3426
C: 1.2916 -0.6798 -1.4867
N: 1.1190 0.4773 -0.6768
H: 1.5785 -1.6168 -1.0339
H: 2.0221 -0.5102 -2.2975
H: 0.4071 -0.9047 -2.1202
H: 0.6658 1.2210 -1.1672
H: 0.8695 0.2946 0.3028

Mulliken atomic charges, in units of e: S -0.894; H -0.047; C -0.724; N -0.496; H 0.292; H 0.262; H 0.232; H 0.194; H 0.182

---

No. 12
Molecular formula: CH6NS
Method: DFT, the ωB97M-V functional and the def2-TZVPD basis

Calculated values
Frontier orbital gap ... 7.132 eV
Energy relative to the best compared isomer or geometry (same formula, charge and spin) ... 0.041 eV
Charge ... -1
Maximum force ... 1.02 eV/Å
E_tot ... -494.66303 Eh
M ... 64.133 g/mol

Positions of all 9 atoms, in Å:
S: -2.3473 -0.7701 0.8203
H: -2.4394 -0.8856 2.1527
C: 0.9356 -0.1031 -0.8098
N: 0.4556 1.0600 -0.0477
H: 0.5107 -1.0248 -0.4111
H: 0.5018 -0.0601 -1.8119
H: 2.0207 -0.0824 -0.9136
H: 0.8978 1.0031 0.8634
H: -0.5354 0.8630 0.1576

Mulliken atomic charges, in units of e: S -0.866; H -0.056; C -0.667; N -0.649; H 0.264; H 0.235; H 0.294; H 0.233; H 0.212

---

No. 13
Molecular formula: CH6NS
Method: DFT, the ωB97M-V functional and the def2-TZVPD basis

Calculated values
Frontier orbital gap ... 6.797 eV
Energy relative to the best compared isomer or geometry (same formula, charge and spin) ... 0.129 eV
Charge ... -1
Maximum force ... 0.75 eV/Å
E_tot ... -494.65978 Eh
M ... 64.133 g/mol

Positions of all 9 atoms, in Å:
N: -0.3217 -0.7274 -2.7829
H: -0.1235 0.1012 -3.3282
H: -0.9655 -0.4566 -2.0408
H: 0.5315 -0.9440 -2.2794
C: 0.1943 0.4579 2.2106
S: -0.1394 -0.0059 0.4683
H: 0.2953 1.5211 2.3986
H: 1.1385 0.0105 2.5335
H: -0.6093 0.0433 2.8203

Mulliken atomic charges, in units of e: N -0.733; H 0.191; H 0.250; H 0.264; C -0.809; S -0.733; H 0.210; H 0.185; H 0.176

---

No. 14
Molecular formula: CH6NS
Method: DFT, the ωB97M-V functional and the def2-TZVPD basis

Calculated values
Frontier orbital gap ... 6.687 eV
Energy relative to the best compared isomer or geometry (same formula, charge and spin) ... 0.161 eV
Charge ... -1
Maximum force ... 1.15 eV/Å
E_tot ... -494.65861 Eh
M ... 64.133 g/mol

Positions of all 9 atoms, in Å:
N: -0.7836 -1.7740 -1.1015
H: -0.7574 -2.5463 -0.4243
H: -0.0283 -1.2011 -0.7104
H: -1.5476 -1.2070 -0.7137
C: 0.7387 1.3592 0.5165
S: -0.7814 1.0099 1.4893
H: 0.7757 0.7782 -0.4043
H: 1.6284 1.1697 1.1138
H: 0.7555 2.4112 0.2345

Mulliken atomic charges, in units of e: N -0.772; H 0.220; H 0.237; H 0.295; C -0.737; S -0.749; H 0.132; H 0.171; H 0.203

---

No. 15
Molecular formula: CH6O2
Method: DFT, the ωB97M-V functional and the def2-TZVPD basis

Calculated values
Frontier orbital gap ... 11.792 eV
SMILES ... CO.O
Energy relative to the best compared isomer or geometry (same formula, charge and spin) ... 0.028 eV
Charge ... 0
Maximum force ... 0.29 eV/Å
E_tot ... -192.15715 Eh
M ... 50.057 g/mol

Positions of all 9 atoms, in Å:
C: -0.5714 0.8859 -0.6829
O: 0.2510 0.9435 0.4827
H: -0.6404 -0.1337 -1.0735
H: -1.5567 1.2257 -0.3831
H: -0.1975 1.5283 -1.4845
H: 1.1612 0.8076 0.1997
O: 0.6135 -1.9772 0.6738
H: 0.6596 -2.2067 1.6045
H: 0.2807 -1.0733 0.6634

Mulliken atomic charges, in units of e: C -0.507; O -0.571; H 0.262; H 0.203; H 0.253; H 0.325; O -0.649; H 0.305; H 0.378

---

No. 16
Molecular formula: CH6O2
Method: DFT, the ωB97M-V functional and the def2-TZVPD basis

Calculated values
Frontier orbital gap ... 7.029 eV
Energy relative to the best compared isomer or geometry (same formula, charge and spin) ... 7.857 eV
Charge ... 0
Maximum force ... 2.59 eV/Å
E_tot ... -191.86945 Eh
M ... 50.057 g/mol

Positions of all 9 atoms, in Å:
O: -0.0105 1.4961 -1.7097
H: -0.0179 0.4296 -1.8096
H: 0.2737 1.6015 3.0786
H: -0.3452 1.8754 2.8089
C: -0.0175 -1.0927 -0.4055
O: 0.1145 -0.7216 -1.7445
H: -0.9475 -0.7687 0.0591
H: 0.1379 -2.1730 -0.4327
H: 0.8126 -0.6465 0.1553

Mulliken atomic charges, in units of e: O -0.391; H 0.454; H 0.000; H 0.000; C -0.436; O -0.376; H 0.254; H 0.244; H 0.251

---

No. 17
Molecular formula: CH6O5Si
Method: DFT, the ωB97M-V functional and the def2-TZVPD basis

Calculated values
Frontier orbital gap ... 8.142 eV
Energy relative to the best compared isomer or geometry (same formula, charge and spin) ... 1.167 eV
Charge ... 0
Maximum force ... 3.70 eV/Å
E_tot ... -707.35272 Eh
M ... 126.140 g/mol

Positions of all 13 atoms, in Å:
C: -2.2118 -0.0616 -0.3203
O: 1.9899 -1.8782 0.0533
O: 0.6829 0.4254 -1.4130
O: 1.0465 2.1423 0.7766
O: -1.2852 0.8800 0.3809
O: 1.1997 -1.1811 1.0281
Si: 0.2422 0.9890 0.0057
H: -2.0668 -0.0115 -1.3264
H: -3.1202 0.3414 0.0034
H: -1.9749 -1.1008 -0.0849
H: 2.8407 -2.1399 0.5529
H: 0.9818 -0.4777 -1.0977
H: 1.6752 2.0727 1.4415

Mulliken atomic charges, in units of e: C -0.564; O -0.417; O -0.425; O -0.459; O -0.202; O -0.590; Si 0.723; H 0.329; H 0.248; H 0.282; H 0.303; H 0.438; H 0.335

---

No. 18
Molecular formula: CH6OP2
Method: DFT, the ωB97M-V functional and the def2-TZVPD basis

Calculated values
Frontier orbital gap ... 7.899 eV
SMILES ... C[PH]#[PH]O
Energy relative to the best compared isomer or geometry (same formula, charge and spin) ... 2.625 eV
Charge ... 0
Maximum force ... 13.56 eV/Å
E_tot ... -799.54174 Eh
M ... 96.006 g/mol

Positions of all 10 atoms, in Å:
C: -0.4030 1.2678 -0.7761
O: 1.0011 -0.8237 1.7740
P: 0.8820 -1.2722 0.3960
P: -0.9858 -0.3425 -0.2124
H: 0.2594 1.2305 -1.7095
H: -1.2651 2.0440 -1.0928
H: 0.0994 2.0083 -0.0981
H: 0.3601 -2.6195 0.3846
H: 0.6564 -0.6495 2.8637
H: -0.6044 -0.8433 -1.5293

Mulliken atomic charges, in units of e: C -0.894; O -0.413; P 0.040; P -0.095; H 0.300; H 0.292; H 0.305; H 0.012; H 0.407; H 0.046

---

No. 19
Molecular formula: CH6OS
Method: DFT, the ωB97M-V functional and the def2-TZVPD basis

Calculated values
Frontier orbital gap ... 9.924 eV
SMILES ... CS.O
Energy relative to the best compared isomer or geometry (same formula, charge and spin) ... 0.194 eV
Charge ... 0
Maximum force ... 1.24 eV/Å
E_tot ... -515.10241 Eh
M ... 66.125 g/mol

Positions of all 9 atoms, in Å:
C: -1.4973 2.6428 -1.3719
S: -0.6439 1.0489 -1.5965
H: -1.3929 3.2654 -2.2579
H: -2.5632 2.5034 -1.2349
H: -1.0442 3.1534 -0.5329
H: 0.3715 1.3683 -0.7674
H: 2.1669 -5.1464 3.8543
H: 1.8201 -3.8688 3.2904
O: 2.4595 -4.2481 3.9095

Mulliken atomic charges, in units of e: C -0.701; S -0.186; H 0.270; H 0.245; H 0.259; H 0.113; H 0.313; H 0.318; O -0.631

---

No. 20
Molecular formula: CH6OS2
Method: DFT, the ωB97M-V functional and the def2-TZVPD basis

Calculated values
Frontier orbital gap ... 5.249 eV
Energy relative to the best compared isomer or geometry (same formula, charge and spin) ... 4.602 eV
Charge ... 0
Maximum force ... 3.63 eV/Å
E_tot ... -913.13334 Eh
M ... 98.192 g/mol

Positions of all 10 atoms, in Å:
C: -2.0736 -0.4596 -0.4754
S: -1.3916 0.8638 0.4159
S: 2.0912 0.1939 0.7269
H: -0.0537 0.4790 0.4572
H: -2.4827 -0.2295 -1.4766
H: -2.6193 -1.2063 0.0290
H: 1.8948 1.2157 1.5804
H: 1.2425 -1.2526 -1.1698
H: -0.2501 -1.1042 -1.1440
O: 0.4546 -1.4764 -1.6677

Mulliken atomic charges, in units of e: C -0.501; S 0.037; S -0.347; H 0.009; H 0.321; H 0.324; H 0.119; H 0.294; H 0.293; O -0.549